14
Properties=species:S:1:pos:R:3:nbo_charge:R:1 method="wB97M-V/def2-TZVPD" smiles="F[C@@]12CC=C[C@@H]1C2" orbital_gap_ev=9.83 energy_ha=-332.57586 charge=0 e_homo_ev=-8.747 e_lumo_ev=1.08
C 0.198 -0.962 -0.462 -0.286
H -0.251 1.848 1.310 0.239
H 0.811 -1.657 -1.227 0.232
H -0.106 2.238 -0.554 0.242
C 1.145 -0.827 0.777 -0.439
F 1.810 0.779 -0.794 -0.343
C 0.820 0.303 -0.054 0.311
C -1.268 -0.748 -0.449 -0.218
H -2.507 0.942 -0.139 0.206
C -0.200 1.427 0.272 -0.463
H 1.979 -1.391 0.368 0.237
H 0.856 -0.893 1.920 0.225
C -1.493 0.597 -0.114 -0.180
H -1.794 -1.656 -0.853 0.236